No. 1
DFT (ωB97M-V/def2-TZVPD) results for a structure of composition C36H47BeN5P2 in a non-equilibrium geometry.

Values from the calculation:
Kohn-Sham gap: 6.79 eV
highest occupied orbital energy: -7.6 eV
E_tot: -64517.626 eV

Last column: Mulliken charge in e.
Atoms and positions in Å:
P 1.66322 5.08632 -2.62783  -0.231
P -1.09324 5.98526 -0.73996  0.468
N -2.60616 6.76330 -1.11866  0.493
N 3.33290 5.50400 -3.06905  0.963
N -0.52488 7.41764 0.30369  0.269
N 1.35370 -1.46049 0.25438  0.241
N 1.05792 5.27210 -4.23451  0.914
C 1.44242 6.28133 -5.11387  -0.598
C 4.22243 5.76170 -2.00817  -0.708
C -2.64986 0.85403 -0.48429  -0.552
C -0.06438 4.63608 -4.77650  -0.736
C -2.48605 -1.58112 -0.21746  -0.621
C -1.31976 1.09306 -0.10486  -0.685
C 1.40077 2.22514 -2.33173  0.997
C 1.14431 -2.15827 -1.01153  -1.281
C 0.90239 -0.08161 0.49064  -0.093
C -3.22234 -0.45507 -0.60115  -1.109
C 0.68805 6.14202 -6.27679  -1.110
C -0.73031 8.75606 -0.02364  -0.294
C 2.61810 -0.18024 -4.38364  -0.707
C 3.83573 1.62153 -3.02902  -0.961
C -0.34274 6.83207 -2.17635  -1.756
C 5.49161 6.02334 -2.52181  -0.638
C -4.27363 8.01027 -2.03447  -0.647
C 5.38678 5.95463 -3.95162  -0.828
C -0.30957 9.55797 1.02775  -0.732
C -3.73154 6.62360 -0.31818  -0.473
C -0.57347 -0.06759 0.20394  2.110
C 0.43801 1.73480 -3.38332  -1.351
C -4.78184 7.34364 -0.87445  -0.705
C 1.20162 6.76448 -2.04174  -1.187
C 0.18586 8.67949 2.04491  -0.664
C 3.28270 1.18310 -4.42711  -0.741
C 1.43100 -0.59250 -3.90090  -0.766
C 4.09867 5.51824 -4.24716  -0.429
C -2.94402 7.64803 -2.14073  -0.455
C -0.87214 3.79315 1.23543  -0.120
C 0.08039 7.37127 1.55786  -0.434
C 0.25313 0.19753 -3.40633  0.954
C -1.19585 -1.36060 0.27698  -0.391
C 2.75731 2.23373 -2.20259  0.008
C -0.30944 5.15908 -6.02915  -0.887
C 2.31657 -2.09088 1.10632  -1.033
Be -1.22771 2.96463 -0.16074  -0.382
H -0.05226 4.51040 1.16186  -0.566
H -1.13050 9.05058 -0.96738  0.435
H 1.72060 7.56457 -2.61111  0.366
H -0.55564 2.13350 -3.17758  0.466
H 1.49297 0.63736 -0.11565  -0.337
H 6.39261 6.20741 -1.96796  0.460
H -3.27453 1.71236 -0.76085  0.327
H 0.78493 2.52275 -1.41518  -0.865
H 2.18842 -1.80382 2.17571  0.283
H 3.14143 2.64488 -1.26150  0.541
H -0.59831 -2.24097 0.57446  0.494
H -3.67659 5.98296 0.53478  0.389
H 0.09210 -2.12689 -1.33719  0.432
H -0.64216 -0.03244 -4.01834  0.536
H -0.03663 -0.13361 -2.38723  -0.945
H -5.79881 7.40121 -0.51996  0.431
H -0.61240 7.88234 -2.39446  0.466
H 0.40489 6.42381 1.96875  0.365
H 6.16007 6.20223 -4.67378  0.425
H 3.34163 -0.97498 -4.62963  0.283
H -4.25280 -0.59243 -0.97469  0.348
H -4.76920 8.65689 -2.72543  0.470
H 4.11213 1.15973 -5.15260  0.469
H -1.11070 4.87447 -6.68466  0.492
H 4.24228 0.71632 -2.55647  0.416
H 1.45935 6.89837 -0.97267  0.671
H 0.86708 6.68064 -7.19579  0.429
H 0.66420 2.07959 -4.39812  0.655
H 3.67186 5.27788 -5.22062  0.538
H -1.78515 4.30793 1.50339  0.216
H -2.28536 7.93727 -2.91274  0.481
H 0.54095 8.97386 3.02422  0.420
H -0.58468 3.89841 -4.19612  0.626
H 2.13886 -3.18192 0.98878  0.323
H 1.08274 0.22699 1.54771  0.587
H 4.68776 2.33866 -3.11500  0.378
H 1.35973 -3.24458 -0.84428  0.487
H 3.87848 5.75368 -0.98708  0.389
H 3.34608 -1.84772 0.75948  0.278
H 1.79894 -1.76403 -1.82856  0.322
H -2.85495 -2.62945 -0.26920  0.377
H -0.65358 3.03288 1.98810  0.706
H 2.17093 7.00882 -4.82835  0.689
H 1.21665 -1.70386 -3.81792  0.532
H -0.73880 6.31210 -3.06445  0.981
H 2.60791 1.97989 -4.76467  0.166
H -0.38758 10.63284 1.03593  0.449

No. 2
DFT (ωB97M-V/def2-TZVPD) results for a cluster of 3 separate species, C3H13NO2S in total in a non-equilibrium geometry.

Values from the calculation:
Kohn-Sham gap: 9.57 eV
highest occupied orbital energy: -9.1 eV
SMILES: NCCCS.O.O
E_tot: -19741.543 eV

Last column: Mulliken charge in e.
Atoms and positions in Å:
S -0.54934 -2.03738 -1.34015  -0.251
O -4.09336 2.11253 4.14050  -0.647
O -3.92838 -0.59680 2.71881  -0.640
N 3.20632 0.95847 -0.65897  -0.546
C 1.41038 -0.10595 -2.06124  -0.657
C 0.74682 -0.81677 -0.90241  -0.516
C 2.89789 0.12079 -1.83990  -0.598
H 1.27633 -0.47647 -3.08496  0.436
H -3.09348 -0.89509 2.36017  0.314
H 3.37107 -0.84604 -1.67160  0.275
H -4.17561 1.37990 3.51545  0.358
H -4.35457 1.77923 5.00149  0.301
H 2.35558 1.28525 -0.20894  0.212
H 3.26953 0.57083 -2.75289  0.321
H 3.73395 1.76561 -0.96409  0.247
H -4.48237 -1.27786 3.10014  0.315
H 1.46357 -1.41691 -0.34340  0.371
H 0.38456 -0.14907 -0.11844  0.313
H 0.86099 0.83213 -2.24305  0.290
H -0.29987 -2.18640 -2.64653  0.103

No. 3
DFT (ωB97M-V/def2-TZVPD) results for a cluster of 2 separate species, C2HCl3FN in total in a non-equilibrium geometry.

Values from the calculation:
Kohn-Sham gap (spin up / spin down): 8.13 / 8.15 eV
highest occupied orbital energy (spin up / spin down): -8.7 / -8.7 eV
E_tot: -43856.313 eV

Last column: Mulliken charge in e.
Atoms and positions in Å:
Cl 1.46101 0.77014 2.06321  -0.067
Cl 2.92586 -0.69600 -0.33894  -0.045
Cl 0.84951 1.64207 -0.74763  -0.142
F 0.33260 -3.06122 -0.50174  0.020
N 0.75380 -2.59561 -1.59805  -0.012
C 1.62868 -0.71970 0.63607  -0.281
C 0.64265 0.35658 0.49023  0.211
H -0.41652 0.24673 0.81310  0.315

No. 4
DFT (ωB97M-V/def2-TZVPD) results for a cluster of 2 separate species, CH2N2O3 in total in a non-equilibrium geometry.

Values from the calculation:
total charge: -2
Kohn-Sham gap (spin up / spin down): 4.64 / 4.64 eV
highest occupied orbital energy (spin up / spin down): 2.4 / 2.4 eV
E_tot: -10188.667 eV

Last column: Mulliken charge in e.
Atoms and positions in Å:
O 2.36327 0.94839 0.78831  -0.760
O 1.84339 1.12316 -1.38505  -0.753
O -3.66079 -1.29373 0.20342  -0.545
N 0.28025 0.37842 0.08866  -0.446
N -2.53513 -1.84270 0.42550  -0.406
C 1.64778 0.81609 -0.20725  0.556
H 0.29753 -0.26001 0.77998  0.167
H -0.23629 0.13039 -0.69356  0.185

Respective energy relative to the best compared isomer or geometry (same formula, charge and spin) values: 54.75 20.74 181.61 0.00 kcal/mol.